[1]
# C38H101N10O6P3Si2

A structure of composition C38H101N10O6P3Si2 (the ωB97M-V functional and the def2-TZVPD basis, the Open Molecules 2025 dataset).

```
160
Properties=species:S:1:pos:R:3:forces:R:3
C 7.9910 -2.4185 4.9875 0.6 -0.7 -0.5
C 7.3817 -2.8055 3.6378 -0.4 0.4 0.1
C 7.0252 -1.5680 2.7949 0.2 -0.6 -0.3
C 8.3369 -0.8793 2.4124 -0.5 0.8 0.0
Si 5.9842 -2.0291 1.2750 -0.2 -1.6 0.0
C 7.0387 -2.6158 -0.1714 -0.3 0.1 0.4
C 7.6054 -4.0220 0.0559 0.2 0.1 0.0
C 4.9310 -3.5136 1.7617 -0.7 1.3 0.7
C 3.9622 -3.0830 2.9058 0.2 0.4 -0.6
C 2.5506 -2.6192 2.4924 0.5 -0.2 0.6
C 2.2486 -1.2086 2.9233 -0.8 0.3 0.0
O 0.8370 -1.1199 3.1767 0.0 0.0 0.0
O 4.8847 -0.8903 0.7874 0.8 0.3 0.3
Si 5.2350 0.7288 0.7813 -1.1 1.2 -0.2
C 5.0725 1.4958 2.5080 0.7 -0.4 -1.0
C 4.6881 2.9604 2.4844 -0.2 0.0 0.3
O 3.3318 3.0899 2.9013 0.0 0.1 0.0
C 3.8722 1.4789 -0.2684 0.3 -0.7 -0.3
C 3.9231 0.7596 -1.6410 0.0 -0.2 0.9
C 2.8407 -0.3139 -1.8039 0.5 0.3 -1.0
C 1.9150 0.0113 -2.9728 -0.8 -0.3 1.0
N 0.5374 -0.4246 -2.6555 0.5 0.0 -0.3
C 6.8536 1.1929 -0.0672 -0.2 0.1 0.3
C 7.4587 2.5152 0.4144 0.5 0.0 -0.3
C 6.9488 3.6733 -0.4230 -0.1 0.1 0.4
C 8.9751 2.5128 0.2765 -0.3 0.5 0.4
H 7.3307 -2.6564 5.8038 -0.4 0.3 0.3
H 8.3265 -1.3951 5.0067 -0.1 0.4 0.2
H 8.8736 -3.0254 5.1382 0.4 -0.1 0.3
H 8.0662 -3.4062 3.0541 0.2 -0.4 -0.1
H 6.5083 -3.3999 3.8612 -0.3 -0.3 -0.2
H 6.4183 -0.9531 3.4482 -0.1 0.5 0.1
H 9.1409 -1.0671 3.1085 0.2 -0.2 0.3
H 8.1867 0.1941 2.4040 0.1 0.4 -0.1
H 8.6847 -1.1355 1.4219 0.1 -0.3 -0.3
H 6.3574 -2.6631 -1.0136 -0.2 0.2 -0.3
H 7.8311 -1.9272 -0.4269 0.2 0.3 -0.2
H 8.6725 -4.0543 -0.0994 0.4 0.1 0.0
H 7.1877 -4.7303 -0.6397 -0.3 -0.3 -0.2
H 7.4265 -4.4090 1.0481 -0.1 -0.1 0.3
H 4.3241 -3.8066 0.9168 0.1 -0.5 -0.4
H 5.5404 -4.3089 2.1538 0.2 -0.5 -0.3
H 4.3919 -2.2425 3.4411 0.3 0.2 0.3
H 3.8997 -3.8736 3.6352 -0.2 -0.4 0.3
H 1.8447 -3.2200 3.0467 -0.4 -0.3 -0.1
H 2.3715 -2.7464 1.4355 -0.1 -0.1 -0.4
H 2.4993 -0.4764 2.1649 0.3 0.2 -0.3
H 2.7792 -0.9478 3.8351 0.2 -0.1 0.2
H 0.6724 -0.2504 3.5545 -0.1 0.0 -0.1
H 6.0380 1.4018 2.9884 0.2 -0.2 0.5
H 4.3322 0.9108 3.0292 -0.2 -0.1 0.5
H 5.3326 3.5062 3.1634 0.2 0.2 0.3
H 4.8225 3.4097 1.5061 0.0 0.1 -0.3
H 3.2123 4.0022 3.1792 -0.2 0.0 0.0
H 2.9116 1.2912 0.1958 -0.3 0.1 0.2
H 3.9857 2.5459 -0.3717 0.0 0.4 0.0
H 3.9031 1.4840 -2.4417 -0.1 0.1 -0.4
H 4.8685 0.2378 -1.7151 0.4 0.0 -0.3
H 2.2944 -0.4766 -0.8860 -0.3 0.1 0.3
H 3.3395 -1.2409 -2.0574 0.0 -0.5 0.2
H 1.8867 1.0785 -3.1027 0.0 0.5 -0.3
H 2.3005 -0.4716 -3.8611 0.2 0.1 -0.5
H 0.0678 -0.6431 -3.5239 -0.3 -0.1 0.0
H 0.6208 -1.2862 -2.1327 -0.3 -0.2 0.0
H 6.6020 1.3561 -1.1080 -0.1 -0.2 -0.4
H 7.6058 0.4146 -0.0643 0.1 -0.3 0.1
H 7.2523 2.7202 1.4602 -0.2 -0.1 0.3
H 7.3208 4.6119 -0.0361 0.2 0.4 0.1
H 7.3158 3.5502 -1.4323 0.0 0.1 -0.4
H 5.8702 3.7397 -0.4349 -0.3 0.0 -0.1
H 9.3318 3.4385 0.7082 0.4 0.3 0.2
H 9.4303 1.6960 0.8156 0.3 -0.4 0.0
H 9.2553 2.5456 -0.7673 0.2 -0.4 -0.3
O -3.8476 5.3007 -3.7909 -0.6 -3.6 0.0
P -3.1285 5.0595 -2.4893 1.9 6.1 1.3
N -4.1060 6.1518 -1.5635 -0.3 0.3 -0.4
C -3.6892 6.9492 -0.4368 0.3 -0.5 0.4
C -5.5240 5.8402 -1.4758 -0.1 0.0 -0.4
N -1.5692 5.6881 -2.9344 0.3 0.2 0.5
C -1.3739 7.1243 -3.0155 -0.3 0.2 0.1
C -1.0364 5.0460 -4.1272 -0.2 -0.2 -0.1
N -2.4561 4.3104 -1.1071 -1.3 -2.6 -1.3
C -3.2891 3.2929 -0.4649 -0.2 0.4 0.1
C -1.3702 4.7471 -0.2656 0.7 0.0 -0.1
H -3.8132 6.4303 0.5283 0.0 0.1 0.0
H -4.2969 7.8572 -0.4006 -0.1 0.0 0.0
H -2.6541 7.2736 -0.5121 0.0 -0.1 0.0
H -5.7337 5.1164 -0.6743 -0.1 0.1 0.1
H -5.8853 5.4187 -2.4114 0.1 0.0 -0.1
H -6.1080 6.7447 -1.2854 0.1 0.0 0.1
H -1.5140 7.6035 -2.0466 -0.1 0.0 -0.1
H -2.0408 7.6079 -3.7421 0.0 0.0 0.0
H -0.3400 7.3311 -3.3010 0.0 -0.1 -0.1
H -1.4890 5.4409 -5.0446 0.0 0.0 0.0
H -1.2251 3.9698 -4.1040 0.0 0.0 0.0
H 0.0455 5.1905 -4.1781 0.0 0.1 0.1
H -3.8894 3.7185 0.3522 0.1 -0.1 0.0
H -2.6781 2.4858 -0.0607 0.1 0.0 0.0
H -3.9739 2.8435 -1.1838 0.0 0.1 0.0
H -1.7486 5.3000 0.6025 -0.1 0.0 -0.1
H -0.6511 5.3654 -0.7924 -0.2 0.1 -0.1
H -0.8211 3.8814 0.1147 0.0 -0.1 0.0
O -6.7372 0.1488 -1.2463 -3.2 -0.6 0.1
P -6.8931 -0.1693 -2.7009 5.1 0.8 -2.0
N -6.0725 -1.6603 -2.8210 0.1 0.3 0.6
C -5.4008 -2.1897 -3.9828 -0.4 0.0 -0.5
C -6.5642 -2.7133 -1.9413 -0.1 0.0 0.4
N -6.0049 1.1782 -3.3432 0.4 -0.4 -0.8
C -4.5582 1.1301 -3.3746 0.2 -0.2 0.2
C -6.4421 2.4448 -2.7783 -0.3 0.0 0.1
N -7.8306 -0.2772 -4.1130 -2.2 0.1 1.9
C -9.0366 -1.0955 -4.0189 0.1 -0.3 0.0
C -7.4557 0.0181 -5.4726 0.1 0.3 -0.5
H -6.0632 -2.7961 -4.6215 0.0 0.0 0.0
H -4.5811 -2.8341 -3.6561 0.0 0.0 0.1
H -4.9568 -1.4135 -4.6025 -0.1 0.1 0.0
H -7.4375 -3.2329 -2.3636 0.1 -0.1 -0.1
H -6.8656 -2.2987 -0.9815 0.0 0.1 0.0
H -5.7908 -3.4502 -1.7282 0.1 0.0 -0.1
H -4.1844 0.3332 -4.0166 -0.1 -0.1 0.1
H -4.1235 1.0015 -2.3714 0.1 0.0 -0.1
H -4.1709 2.0574 -3.8079 -0.1 0.1 0.1
H -6.0323 2.6065 -1.7734 -0.1 0.0 0.0
H -7.5305 2.4791 -2.7014 0.0 0.0 0.0
H -6.1352 3.2748 -3.4200 0.1 -0.1 -0.1
H -8.8574 -2.1275 -4.3503 -0.1 0.0 0.0
H -9.8441 -0.6756 -4.6228 0.0 0.0 0.0
H -9.3989 -1.1326 -2.9898 0.0 0.0 0.0
H -7.1288 -0.8890 -5.9977 0.0 0.0 0.1
H -6.6732 0.7648 -5.5382 0.1 -0.1 0.2
H -8.3160 0.4199 -6.0201 -0.1 -0.1 0.1
O -5.3309 -4.4514 0.5738 2.0 2.6 -1.8
P -4.4184 -4.0046 1.6955 -2.7 -4.1 4.4
N -3.5207 -5.4657 1.8620 -0.1 -0.1 -0.4
C -2.9862 -6.0205 3.0821 0.4 0.6 0.3
C -2.7229 -5.8657 0.7144 -0.2 0.0 -0.3
N -5.6736 -3.8437 2.8926 0.3 -0.2 0.8
C -6.2278 -5.0301 3.5186 0.1 -0.2 -0.1
C -6.7495 -2.9697 2.4438 0.1 0.1 -0.2
N -3.4009 -3.0014 2.6101 0.4 1.4 -2.9
C -2.2151 -2.5337 1.8849 0.2 -0.4 0.0
C -3.3095 -2.8190 4.0363 -0.2 0.3 0.5
H -1.9650 -5.6685 3.3034 0.0 0.0 0.0
H -2.9453 -7.1088 2.9894 0.0 0.0 -0.1
H -3.6083 -5.8074 3.9475 0.0 0.2 0.0
H -1.7416 -5.3674 0.7059 0.0 -0.1 0.0
H -3.2335 -5.6188 -0.2154 -0.1 0.1 0.0
H -2.5606 -6.9464 0.7136 0.0 0.0 0.1
H -5.4764 -5.5702 4.0934 0.0 0.0 -0.1
H -6.6791 -5.7254 2.7971 0.0 0.0 0.0
H -6.9927 -4.7324 4.2391 -0.1 0.1 -0.1
H -7.4332 -3.4808 1.7553 0.0 0.0 0.0
H -6.3494 -2.0967 1.9231 0.0 0.0 0.0
H -7.3200 -2.6087 3.3027 0.0 -0.1 0.1
H -1.3530 -3.1883 2.0681 0.0 0.1 0.0
H -1.9335 -1.5169 2.1619 -0.1 0.0 0.1
H -2.4079 -2.5215 0.8093 0.0 0.0 0.0
H -2.5341 -3.4658 4.4657 0.0 0.0 -0.1
H -4.2481 -3.0070 4.5437 -0.1 -0.2 -0.2
H -3.0330 -1.7836 4.2652 0.1 0.0 -0.1
```
Forces are in eV/Å.

The HOMO-LUMO gap is 8.108 eV. For the highest occupied orbital energy, the calculation gives -0.2850 Ha. As for the maximum force: 6.606 eV/A. The charge is 0. The electronic energy comes out at -4110.46727 hartree. As for the spin multiplicity: 1.

Löwdin atomic charge list, values in e, 4 entries: number 1, C, carries -0.089; number 2, C, carries -0.263; number 3, C, carries -0.370; number 4, C, carries -0.099

***

[2]
# C38H101N3O18

A cluster of 11 separate species, C38H101N3O18 in total (the ωB97M-V functional and the def2-TZVPD basis, the Open Molecules 2025 dataset).

```
160
Properties=species:S:1:pos:R:3:forces:R:3
C -6.3651 2.2213 3.1457 1.1 -0.4 -0.5
O -5.1747 1.4320 2.9671 -1.1 0.8 -0.4
C -4.3412 1.5159 4.0798 -0.1 0.8 2.9
C -3.2503 0.5375 3.9141 0.1 -1.2 -2.1
N -3.7090 -0.8155 4.2453 0.2 0.3 -0.8
C -2.6202 -1.7443 3.9679 -1.0 -1.4 1.7
C -3.1660 -3.1867 4.1337 -1.3 0.9 0.6
O -3.9553 -3.6245 3.0292 -0.6 0.2 -0.3
C -5.3936 -3.5621 3.1605 1.3 1.3 1.0
H -7.0080 2.0697 2.2994 -0.3 -0.4 -0.4
H -6.1983 3.2948 3.1979 0.5 0.2 0.2
H -6.8140 1.8909 4.0501 -0.8 -0.2 0.8
H -4.9261 1.1941 5.0930 1.1 1.1 -2.1
H -3.8383 2.5315 4.1744 -1.0 -0.8 0.0
H -2.3368 0.7257 4.4497 0.2 0.5 0.4
H -3.0008 0.5791 2.7952 0.1 0.1 1.2
H -4.4461 -1.0262 3.5669 0.1 0.1 0.3
H -1.8547 -1.6015 4.7558 -0.1 0.0 -0.5
H -2.1956 -1.6146 2.9929 0.5 0.1 -0.8
H -3.8310 -3.2223 5.0410 0.8 0.1 -0.5
H -2.3513 -3.8728 4.2747 0.4 -0.5 -0.1
H -5.8254 -2.5582 3.2915 0.6 0.2 -0.1
H -5.7101 -4.0775 4.0517 -0.2 -0.8 0.2
H -5.8064 -3.9121 2.2552 -0.4 -0.9 -0.8
C 4.1509 -6.6922 1.5378 0.1 0.1 -0.4
O 4.6430 -5.9525 0.4759 0.4 2.0 -1.7
C 5.6441 -6.5723 -0.3142 -1.1 -2.2 1.1
C 6.2098 -5.6457 -1.3142 1.1 -1.0 -1.3
N 5.2582 -5.0101 -2.1726 -0.2 -0.4 -0.2
C 5.5492 -3.6354 -2.4711 1.2 0.3 -0.4
C 4.5453 -3.1156 -3.4361 -2.2 -2.7 -1.4
O 3.2171 -3.3034 -2.8543 0.8 0.6 -0.2
C 2.5762 -2.0488 -2.7959 0.1 -0.5 0.2
H 3.5562 -5.9801 2.1287 0.0 -0.8 0.0
H 5.0330 -7.0641 2.0393 0.0 -0.4 1.0
H 3.5959 -7.5182 1.0933 -0.5 -0.3 0.6
H 5.1902 -7.5260 -0.7339 0.5 1.0 0.0
H 6.4355 -6.8980 0.3828 0.1 0.0 -0.3
H 7.0032 -6.2154 -1.9036 -0.9 0.5 0.5
H 6.7679 -4.9378 -0.7711 0.8 1.3 0.9
H 4.3351 -5.0960 -1.7921 -0.5 0.1 0.1
H 6.5954 -3.5836 -2.8492 -0.6 0.0 -0.2
H 5.5251 -2.9532 -1.6250 0.0 0.0 0.7
H 4.4091 -3.7830 -4.3532 1.1 1.0 0.8
H 4.6136 -2.0942 -3.7133 0.7 0.9 -0.2
H 2.6156 -1.5297 -3.7559 -0.3 0.0 -0.2
H 3.0518 -1.4194 -2.0625 0.3 0.5 0.5
H 1.5710 -2.2390 -2.4901 -0.8 0.1 0.0
C -3.3540 3.0959 -2.0748 0.9 0.5 -0.1
O -3.2179 2.7337 -0.7221 0.0 -0.4 0.4
C -4.2377 3.2288 0.1588 -0.2 -0.5 -1.3
C -4.4939 4.7018 -0.0016 -0.5 1.2 1.9
N -3.2862 5.3932 0.4185 -0.1 0.4 0.3
C -3.2061 6.8490 0.1992 -0.3 0.0 0.4
C -3.3147 7.2931 -1.2794 0.9 0.3 -0.1
O -2.3191 6.5661 -2.0266 -0.5 0.2 0.2
C -2.3141 6.7515 -3.4267 -0.6 -0.7 -0.6
H -4.3739 3.0003 -2.4503 -0.1 0.3 0.0
H -2.7198 2.4484 -2.6550 0.1 -0.7 -0.2
H -2.8595 4.0717 -2.2254 -0.9 0.2 -0.1
H -3.8606 2.9660 1.1418 -0.3 0.2 0.2
H -5.1698 2.6940 -0.0668 0.0 -0.1 0.2
H -5.3556 4.9573 0.7090 1.0 -0.2 -0.8
H -4.8028 5.0689 -0.9747 -0.3 -0.6 -0.6
H -2.5103 4.8691 0.0123 0.1 0.7 0.1
H -2.2100 7.1469 0.6569 -1.2 0.0 -0.8
H -4.0568 7.4204 0.7552 1.4 -1.2 -0.7
H -3.1381 8.3961 -1.3041 0.1 -0.6 -0.2
H -4.2996 7.1368 -1.7386 0.0 -0.2 0.3
H -2.1914 7.7907 -3.6928 0.2 0.5 -0.1
H -3.2131 6.3777 -3.9941 0.2 0.3 1.0
H -1.5046 6.1519 -3.8585 0.1 0.3 0.4
C -4.1849 -1.9103 0.1643 1.6 -0.3 -0.3
C -3.6708 -1.2754 -1.1435 -0.7 1.2 1.5
C -4.7356 -0.2502 -1.6022 -0.4 -2.5 1.1
O -2.3786 -0.5783 -1.0311 -1.0 -1.6 -0.3
H -3.4690 -2.6013 0.6545 -0.4 0.1 -0.6
H -5.0882 -2.4282 -0.1302 -0.3 -0.3 0.3
H -4.3802 -1.1789 0.9210 -0.5 0.7 0.4
H -3.5621 -2.0932 -1.8052 0.4 -0.6 -1.2
H -4.6760 0.5434 -0.9186 0.0 1.4 0.8
H -5.7781 -0.6198 -1.5900 0.6 -0.2 0.2
H -4.5672 0.0319 -2.5743 0.6 1.1 -2.3
H -2.5894 0.3408 -0.9037 0.0 0.9 0.2
C -0.1715 2.4884 1.2951 1.5 1.1 0.4
C -0.2344 1.0264 1.0463 1.2 -1.1 -0.5
C 0.4395 0.6262 -0.2587 0.3 -0.4 -0.2
O 0.3321 0.1802 2.0935 -0.5 0.1 -0.2
H 0.8822 2.8067 1.3093 -0.2 0.1 -0.1
H -0.6007 2.8556 2.2206 -0.4 -0.3 0.2
H -0.6759 3.0137 0.4743 0.1 -0.2 0.1
H -1.2633 0.8673 0.8741 -1.5 -1.0 0.3
H 0.3002 1.2972 -1.1055 -0.2 0.3 0.2
H -0.0265 -0.3220 -0.5362 0.5 -0.1 -0.1
H 1.5296 0.5015 -0.1426 -0.4 0.0 0.1
H 0.4307 -0.7784 1.8221 -0.3 1.5 -0.1
C 6.0203 1.6312 -2.5069 -0.9 1.2 -0.7
C 4.7286 1.8080 -3.3557 0.1 -0.5 1.5
C 4.8119 0.9410 -4.6110 -1.9 0.0 0.7
O 3.6102 1.4168 -2.4727 0.5 -0.2 -1.0
H 6.3066 0.5983 -2.5715 0.4 -0.4 0.2
H 5.9236 1.9524 -1.4698 -0.4 -0.2 0.0
H 6.7681 2.3050 -2.9253 0.4 -0.3 -0.2
H 4.5444 2.8443 -3.5821 0.2 0.5 -0.3
H 4.8980 -0.0616 -4.1910 0.3 -0.2 -0.5
H 5.6417 1.1835 -5.2819 -0.3 0.0 0.1
H 3.7925 0.9659 -5.1033 1.3 0.1 0.0
H 2.9279 0.9518 -2.9908 0.1 0.4 0.1
C 5.5746 -3.2379 2.0895 1.2 0.4 1.1
C 4.2530 -2.5806 1.7418 -0.6 -0.1 -0.5
C 4.2943 -1.0521 1.6167 -0.2 -0.8 2.3
O 3.8251 -3.0646 0.4587 0.5 -1.6 0.2
H 5.5917 -4.3455 2.0397 -0.4 0.7 -0.2
H 5.8913 -2.9944 3.1404 -0.3 0.0 -0.9
H 6.3639 -2.8481 1.4265 -0.2 -0.2 0.1
H 3.5115 -2.9181 2.4822 0.0 0.4 0.0
H 3.3107 -0.5892 1.4682 0.2 -0.3 -0.2
H 4.9849 -0.7932 0.8427 0.4 0.4 -0.4
H 4.6226 -0.7135 2.6339 0.1 0.2 -1.0
H 4.1498 -4.0120 0.4650 -0.8 1.0 -0.6
O -1.7161 3.2765 4.8882 -0.9 -0.1 0.5
C -0.3517 3.5825 5.0062 -0.4 2.3 -1.6
C 0.3468 2.9120 6.0817 -0.5 -0.5 1.5
O -0.2835 3.2561 7.3218 -0.8 -1.0 0.1
H -2.1831 3.7988 5.5560 0.0 -0.2 -0.2
H 0.0696 3.3292 4.0571 0.5 -0.2 -0.6
H -0.2322 4.7018 5.1048 -0.1 -1.0 0.1
H 1.2729 3.3913 6.1646 1.8 0.3 0.0
H 0.4926 1.8385 5.9086 -0.3 0.1 0.3
H -1.1411 2.7871 7.3468 0.6 0.3 0.1
O 1.7392 -5.0225 3.1517 0.5 1.1 0.6
C 0.4690 -4.6076 2.6430 -0.1 -0.5 -0.5
C 0.4996 -3.9235 1.2432 1.2 -2.0 0.7
O 1.0355 -2.6747 1.1984 0.2 2.9 0.9
H 2.0609 -4.3817 3.8143 -0.3 -0.4 -0.6
H -0.0267 -5.5866 2.5664 -0.5 0.5 -0.4
H -0.1000 -4.0044 3.3575 0.2 0.1 0.0
H -0.5014 -3.8496 0.8932 -1.1 -0.3 -0.4
H 1.1234 -4.5407 0.5955 -0.4 -0.6 -0.2
H 1.8727 -2.5787 0.7302 0.3 -0.7 -0.1
O -0.4951 -0.9369 -3.1777 0.3 0.3 1.8
C -1.1086 -1.5396 -4.2536 -2.1 1.8 -2.0
C -0.4705 -1.1674 -5.6016 1.9 0.4 0.3
O -0.4485 0.2439 -5.9227 -0.3 -0.4 0.5
H -1.0199 -0.9701 -2.3229 0.3 0.0 -1.3
H -1.2459 -2.5964 -4.2165 0.5 -1.1 0.4
H -2.1751 -1.1586 -4.4158 0.9 -0.2 0.5
H -1.0321 -1.7684 -6.3129 -0.1 0.5 -0.5
H 0.6057 -1.4381 -5.7406 -0.8 -0.6 0.6
H 0.3262 0.6550 -5.4649 -0.9 -0.5 -0.3
O 2.0511 4.0522 -2.7179 -0.2 -0.6 -0.5
C 1.1964 3.7478 -3.8280 -0.7 0.5 0.5
C 0.1079 2.6991 -3.5281 1.6 0.3 -1.6
O 0.8411 1.4932 -3.7154 -0.6 -1.3 0.3
H 2.5161 3.2409 -2.4156 -0.4 0.3 -0.4
H 0.6948 4.6681 -4.1432 0.2 0.2 0.4
H 1.7300 3.4075 -4.7312 0.1 -0.1 0.4
H -0.6709 2.7726 -4.3214 0.1 0.0 0.7
H -0.2720 2.7536 -2.5193 -0.3 0.3 0.3
H 0.2486 0.7372 -3.4990 0.4 0.1 0.1
```
Forces are in eV/Å.

The SMILES is COCCNCCOC.COCCNCCOC.COCCNCCOC.CC(C)O.CC(C)O.CC(C)O.CC(C)O.OCCO.OCCO.OCCO.OCCO. The HOMO-LUMO gap is 9.181 eV. For the highest occupied orbital energy, the calculation gives -0.3145 Ha. As for the maximum force: 3.745 eV/A. The charge is 0. The electronic energy comes out at -3026.72378 hartree. The energy above the lowest of the compared OMol25 structures with the same formula, charge and spin is 0.000 eV. As for the spin multiplicity: 1.

Löwdin atomic charge list, values in e, 4 entries: number 1, C, carries -0.084; number 2, O, carries -0.205; number 3, C, carries -0.278; number 4, C, carries -0.235